C68H198N6O44 | the ωB97M-V functional and the def2-TZVPD basis

Cartesian coordinates (Å):
C 3.6061 -2.8122 4.0335
C 5.0399 -2.5388 4.3633
O 5.7984 -3.7175 4.5315
O 3.3280 -3.2471 2.7397
H 2.9984 -1.9143 4.1456
H 3.1503 -3.4700 4.7736
H 5.0752 -1.8650 5.2193
H 5.4855 -1.9740 3.5445
H 5.6869 -4.2034 3.7111
H 2.4415 -3.6149 2.7629
C -4.2199 0.7611 6.9971
C -5.7536 1.1186 6.9094
O -6.2071 1.5500 8.1721
O -4.0458 -0.4860 7.7366
H -3.6054 1.5434 7.4426
H -3.8568 0.6569 5.9746
H -6.2529 0.2283 6.5273
H -5.9519 1.8480 6.1241
H -5.6341 2.2665 8.4546
H -4.1795 -0.2641 8.6610
C -3.1174 4.2639 -3.2387
C -2.2351 5.4322 -2.8564
O -1.3933 5.9001 -3.9360
O -4.0254 4.6738 -4.1944
H -3.7629 4.0915 -2.3775
H -2.5236 3.3971 -3.5290
H -1.5990 5.2512 -1.9900
H -2.7957 6.3158 -2.5513
H -0.6159 5.3379 -3.9712
H -3.5271 4.5368 -5.0034
C -0.6089 1.2609 7.9424
C -0.7743 2.8030 7.7298
O 0.2255 3.2150 6.8769
O 0.5017 0.9359 8.7694
H -0.5888 0.6972 7.0097
H -1.5813 1.0192 8.3715
H -0.5727 3.3013 8.6780
H -1.7191 3.1639 7.3233
H 1.0413 3.2020 7.3828
H 1.2867 0.8124 8.2309
C -8.0820 2.6494 2.7389
C -9.1007 3.7967 3.1287
O -8.5144 4.9336 3.7160
O -7.3007 2.3538 3.8915
H -7.4253 3.0595 1.9717
H -8.6505 1.7589 2.4707
H -9.7953 3.4190 3.8789
H -9.7164 4.1310 2.2937
H -9.1617 5.6422 3.7387
H -7.8865 2.3396 4.6519
C 7.5582 -2.6182 1.3242
C 6.4135 -2.5518 0.3029
O 6.6675 -1.5813 -0.6720
O 7.6813 -1.4381 2.1776
H 8.5419 -2.8011 0.8918
H 7.3301 -3.4307 2.0141
H 5.4627 -2.3186 0.7823
H 6.3233 -3.5116 -0.2057
H 6.8367 -0.7560 -0.2118
H 8.6024 -1.5226 2.4346
C 6.8048 -2.8397 -5.2670
C 7.0269 -2.1798 -3.9416
O 6.7698 -3.1493 -2.8730
O 5.5098 -3.1258 -5.4766
H 7.4535 -3.7001 -5.4313
H 7.0039 -2.1403 -6.0790
H 6.2996 -1.3803 -3.8007
H 7.9684 -1.6365 -3.8609
H 6.8918 -2.5602 -2.1249
H 5.3307 -4.0057 -5.1370
C 5.7393 2.9959 -3.7197
C 6.6944 1.7341 -3.5129
O 7.0099 1.0267 -4.6995
O 4.4415 2.6820 -4.1840
H 6.2671 3.7027 -4.3601
H 5.6146 3.4966 -2.7596
H 6.2161 0.9827 -2.8847
H 7.6652 2.1139 -3.1944
H 6.1528 0.9035 -5.1139
H 4.0096 3.5394 -4.1819
C 4.6906 -6.7264 4.1875
C 5.5098 -6.9990 2.9091
O 5.9576 -5.7528 2.3413
O 3.4885 -6.0994 3.8159
H 5.2208 -6.0219 4.8284
H 4.4478 -7.5433 4.8671
H 4.9141 -7.5639 2.1921
H 6.3027 -7.7035 3.1604
H 6.3096 -6.0062 1.4849
H 3.6600 -5.2569 3.3890
C 0.4458 -0.1501 -7.7523
C -0.4431 -0.0439 -6.5017
O -1.4253 -1.0077 -6.3249
O -0.2962 0.4005 -8.8843
H 0.6304 -1.1822 -8.0504
H 1.4175 0.3425 -7.7187
H -0.9950 0.8896 -6.6112
H 0.2029 0.0216 -5.6263
H -1.0728 -1.8997 -6.3675
H -1.1518 -0.0318 -8.9355
C -5.0123 -1.3235 -0.6525
O -5.1438 -2.3556 0.3385
C -4.5590 -1.8921 1.5883
C -4.9371 -2.7324 2.8536
N -6.3382 -2.6147 3.3068
C -6.8664 -1.2667 3.6514
C -8.3873 -1.2904 3.8334
O -8.9450 -1.7729 2.5632
C -10.3483 -1.6797 2.6045
H -5.3409 -1.6696 -1.6324
H -3.9888 -0.9566 -0.7295
H -5.6289 -0.4711 -0.3673
H -4.9743 -0.8896 1.6913
H -3.4805 -1.8826 1.4307
H -4.4021 -2.4557 3.7621
H -4.6286 -3.7571 2.6462
H -6.9268 -2.8845 2.5316
H -6.6088 -0.4638 2.9606
H -6.4874 -0.9189 4.6124
H -8.6926 -0.2505 3.9492
H -8.7197 -1.9030 4.6715
H -10.6446 -0.6584 2.8437
H -10.6256 -2.4126 3.3621
H -10.7065 -1.9137 1.6019
C -2.3664 -4.0265 -0.1539
O -1.0856 -4.0159 0.4831
C -0.6531 -5.2139 1.0893
C 0.6746 -4.8750 1.7360
N 0.6307 -3.7861 2.7310
C 0.0460 -4.3678 3.9214
C -0.4797 -3.2470 4.8689
O -1.4453 -2.4659 4.2057
C -1.9068 -1.3821 5.0419
H -2.5216 -3.1100 -0.7232
H -3.1937 -4.1523 0.5445
H -2.5303 -4.8680 -0.8270
H -0.6726 -6.0220 0.3581
H -1.3178 -5.6518 1.8339
H 1.4262 -4.6896 0.9686
H 1.1404 -5.7709 2.1463
H -0.0722 -3.1502 2.3822
H 0.8039 -5.0104 4.3695
H -0.7779 -5.0346 3.6674
H 0.4014 -2.7484 5.2730
H -0.9960 -3.7752 5.6705
H -2.3825 -1.7741 5.9408
H -2.7264 -0.8351 4.5759
H -1.1498 -0.6800 5.3913
C 3.3934 0.2349 -2.4116
O 2.3391 -0.1431 -1.5030
C 2.8808 -0.3946 -0.2074
C 1.7412 -0.9023 0.6840
N 0.6989 0.1375 0.7829
C -0.4659 -0.2795 1.7042
C -1.6771 0.7993 1.6330
O -2.1035 0.8468 0.3129
C -3.1460 1.7881 0.0373
H 2.8382 0.8387 -3.1295
H 3.8127 -0.5590 -3.0296
H 4.2344 0.8456 -2.0831
H 3.2272 0.5632 0.1807
H 3.6410 -1.1747 -0.2493
H 2.1035 -1.2556 1.6494
H 1.2807 -1.7651 0.2027
H 0.3736 0.3473 -0.1500
H -0.1937 -0.4023 2.7525
H -0.8599 -1.2572 1.4264
H -1.2736 1.7957 1.8130
H -2.4506 0.5895 2.3717
H -2.7837 2.8044 0.1919
H -4.0186 1.7294 0.6880
H -3.4750 1.7652 -1.0017
C -0.2636 -8.7255 -4.5239
O -0.0298 -7.6267 -5.4438
C 1.2246 -6.8538 -5.4104
C 1.3954 -5.9409 -4.1903
N 0.2106 -5.0921 -4.0370
C 0.1153 -4.7246 -2.6136
C 1.2666 -3.7409 -2.0967
O 2.4505 -4.5287 -1.9760
C 3.6411 -3.8127 -1.9387
H -0.6937 -8.4402 -3.5638
H 0.6599 -9.2960 -4.4251
H -1.0221 -9.3384 -5.0108
H 1.3558 -6.3188 -6.3510
H 2.0449 -7.5664 -5.4964
H 2.2996 -5.3795 -4.4256
H 1.5606 -6.5058 -3.2729
H -0.5126 -5.7486 -4.2938
H 0.0317 -5.5403 -1.8954
H -0.8409 -4.2076 -2.5333
H 0.9754 -3.3202 -1.1342
H 1.3047 -2.9510 -2.8467
H 4.4730 -4.4867 -1.7345
H 3.5767 -3.0224 -1.1908
H 3.7733 -3.3070 -2.8952
C 5.4595 2.1511 4.1021
O 6.6104 2.5429 3.3003
C 6.1700 3.0681 2.0328
C 5.7799 1.9566 1.0123
N 6.8714 0.9696 0.6857
C 8.0891 1.5736 0.0231
C 8.9661 0.5844 -0.7642
O 10.2131 1.2158 -1.0565
C 11.0299 0.5058 -1.9886
H 4.8321 2.9546 4.4880
H 5.8158 1.4586 4.8647
H 4.7587 1.6215 3.4567
H 6.9835 3.6528 1.6034
H 5.3868 3.8252 1.9935
H 5.2972 2.4355 0.1605
H 4.9547 1.3544 1.3924
H 7.1371 0.4609 1.5167
H 8.7463 1.9644 0.8000
H 7.7208 2.3614 -0.6340
H 8.4625 0.2627 -1.6758
H 9.2233 -0.2377 -0.0963
H 11.8999 1.1333 -2.1822
H 10.5925 0.3384 -2.9728
H 11.3240 -0.4311 -1.5156
C -2.2534 3.9973 -7.3641
O -2.7671 3.1716 -6.4111
C -3.7018 2.2022 -6.9343
C -4.1448 1.3346 -5.7524
N -5.1655 1.9651 -4.8735
C -5.5397 1.0422 -3.7415
C -6.5044 1.6442 -2.6870
O -5.7176 2.4023 -1.7104
C -6.5171 2.7154 -0.5391
H -1.4823 4.6218 -6.9129
H -3.0465 4.6280 -7.7657
H -1.8554 3.3673 -8.1596
H -3.2363 1.5856 -7.7031
H -4.5027 2.7146 -7.4673
H -3.3412 1.0541 -5.0715
H -4.5214 0.3808 -6.1218
H -4.8316 2.8303 -4.4734
H -4.7092 0.4634 -3.3373
H -6.1300 0.2332 -4.1720
H -6.9910 0.7714 -2.2517
H -7.2614 2.2895 -3.1328
H -5.9870 3.2952 0.2165
H -6.7668 1.8077 0.0104
H -7.4253 3.2972 -0.6962
C -6.4647 6.7914 -2.7655
O -6.4869 5.3979 -2.6654
H -7.4720 7.2062 -2.8044
H -5.8426 7.2308 -1.9856
H -5.8608 7.0220 -3.6431
H -5.7245 4.9593 -3.0501
C 2.5718 -2.1583 -5.5449
O 3.3129 -1.9359 -6.7362
H 2.2724 -3.1975 -5.4090
H 3.1273 -1.8017 -4.6775
H 1.6437 -1.5868 -5.5503
H 4.1234 -2.4404 -6.6348
C 1.1515 3.8789 -0.1838
O 0.3077 3.7716 0.9277
H 0.5795 3.7169 -1.0975
H 1.3746 4.9454 -0.2135
H 2.0566 3.2797 -0.2832
H 0.7432 3.1871 1.5524
C 3.1908 -7.0351 -0.1809
O 1.9937 -6.8969 -0.9133
H 3.5139 -6.1153 0.3067
H 3.1688 -7.8045 0.5908
H 3.9979 -7.3676 -0.8337
H 2.0678 -6.1209 -1.4736
C -2.7897 5.5159 1.3192
O -1.6013 5.6300 0.4841
H -3.2851 6.4842 1.3899
H -3.5155 4.9056 0.7818
H -2.6253 5.1262 2.3238
H -1.0411 4.9043 0.7689
C -6.3258 6.9152 1.6940
O -6.2340 5.5558 2.0135
H -6.5305 7.0502 0.6319
H -7.0473 7.5540 2.2033
H -5.4076 7.4839 1.8409
H -6.9696 5.2540 2.5514
C -4.0653 2.6420 3.8894
O -4.6784 1.4060 3.6034
H -4.3750 3.3595 3.1296
H -4.5501 2.9933 4.8002
H -2.9755 2.6208 3.8915
H -5.6304 1.5298 3.6046
C 3.4058 6.2315 -2.9974
O 3.8065 5.7912 -4.2928
H 3.6244 7.2876 -2.8390
H 2.3232 6.1520 -2.8982
H 3.8882 5.6572 -2.2066
H 3.7670 6.5863 -4.8294
C -1.2870 -1.0167 -2.8043
O -2.1569 -1.7471 -3.6398
H -0.2356 -1.2956 -2.8733
H -1.4184 0.0494 -2.9890
H -1.6966 -1.1711 -1.8060
H -1.9674 -1.4668 -4.5382
C 0.0804 4.8820 3.9480
O -0.3818 5.0996 5.2408
H 1.1677 4.8684 3.8724
H -0.3782 3.9774 3.5486
H -0.2532 5.7191 3.3348
H -0.1001 4.3854 5.8171
C 0.8672 2.7248 -3.7760
O 0.7028 4.1296 -3.9078
H 0.7712 2.4726 -2.7199
H 0.1793 2.1437 -4.3902
H 1.8012 2.3745 -4.2154
H 0.7971 4.4712 -4.8000
C 1.8459 1.3393 4.1244
O 1.6146 1.8748 2.8368
H 2.7179 0.6855 4.1086
H 1.8343 2.0866 4.9179
H 1.1761 0.5651 4.4989
H 1.3303 1.1826 2.2354

Cartesian forces (eV/Å) of the 6 atoms listed first:
-1.580 0.951 0.978
0.028 0.324 -1.077
-0.071 0.177 0.615
2.007 -0.904 -0.831
0.253 0.778 0.388
0.283 -0.527 0.214

## Properties
energy relative to the best compared isomer or geometry (same formula, charge and spin)	32.4	kcal/mol
highest occupied orbital energy	-8.379	eV
E_LUMO	0.026	eV
DFT total energy	-6347.9825	Ha